Formula: C35H35Cl2N9V
Source: the Open Molecules 2025 dataset
Level of theory: ωB97M-V/def2-TZVPD

Atoms and positions in Å:
V: -0.4859 -0.1383 -0.2552
C: -0.7019 0.9963 2.6870
N: -0.5397 1.5472 1.3324
C: -1.6064 2.5219 1.0603
C: -1.8782 2.6679 -0.4153
C: -2.5114 3.7861 -0.9360
C: -2.8502 3.7970 -2.2799
C: -2.5379 2.6916 -3.0586
C: -1.8782 1.6334 -2.4661
N: -1.5468 1.6171 -1.1695
C: 0.7924 2.1686 1.1854
C: 1.8245 1.0898 1.3500
C: 3.0218 1.2963 2.0179
C: 3.8470 0.2136 2.2644
C: 3.4418 -1.0463 1.8481
C: 2.2463 -1.1577 1.1682
N: 1.4523 -0.1136 0.9031
C: -1.5243 -0.2592 2.6534
C: -2.3469 -0.6113 3.7094
C: -2.9886 -1.8390 3.6864
C: -2.7817 -2.6726 2.6006
C: -1.9632 -2.2312 1.5775
N: -1.3415 -1.0477 1.5820
H: -1.1190 1.7383 3.3744
H: 0.2773 0.7212 3.0819
H: -1.3828 3.4943 1.5144
H: -2.5194 2.1583 1.5396
H: -2.7451 4.6245 -0.2928
H: -3.3510 4.6532 -2.7119
H: -2.7864 2.6535 -4.1096
H: -1.5902 0.7627 -3.0407
H: 0.9525 2.9645 1.9221
H: 0.8566 2.6151 0.1911
H: 3.2836 2.2900 2.3562
H: 4.7807 0.3434 2.7956
H: 4.0389 -1.9245 2.0488
H: 1.8949 -2.1285 0.8400
H: -2.4770 0.0702 4.5399
H: -3.6356 -2.1381 4.5002
H: -3.2507 -3.6441 2.5352
H: -1.8079 -2.8535 0.7046
C: -1.0451 -2.6078 -2.2955
N: -0.0013 -2.2217 -1.3233
C: 1.3203 -2.1151 -1.9741
C: 1.4827 -0.7354 -2.5021
N: 0.8810 0.2994 -1.9747
C: 1.3315 1.4028 -2.7197
C: 1.0382 2.7663 -2.6397
C: 1.6657 3.6172 -3.5246
C: 2.5749 3.1480 -4.4857
C: 2.8716 1.8055 -4.5882
C: 2.2288 0.9588 -3.6918
N: 2.2841 -0.4170 -3.5384
C: -2.3581 -2.0578 -1.8386
N: -2.4231 -0.9940 -1.0805
C: -3.7832 -0.7713 -0.8638
C: -4.4363 0.2059 -0.1160
C: -5.8143 0.1641 -0.0735
C: -6.5405 -0.8262 -0.7560
C: -5.9088 -1.8040 -1.4966
C: -4.5198 -1.7525 -1.5301
N: -3.5729 -2.5654 -2.1441
H: -1.0963 -3.6906 -2.4365
H: -0.7879 -2.1701 -3.2635
H: 0.0601 -2.9396 -0.6087
H: 1.4490 -2.8492 -2.7760
H: 2.0995 -2.3095 -1.2366
H: 0.3386 3.1658 -1.9188
H: 1.4541 4.6772 -3.4770
H: 3.0458 3.8526 -5.1577
H: 3.5637 1.4290 -5.3299
H: 2.8664 -1.0544 -4.0561
H: -3.8818 0.9663 0.4138
H: -6.3548 0.9083 0.4959
H: -7.6202 -0.8212 -0.6974
H: -6.4690 -2.5667 -2.0205
H: -3.7535 -3.3693 -2.7221
Cl: 4.7560 0.1645 -1.1787
C: 5.3767 1.8277 -1.2126
Cl: 4.1011 3.0089 -0.8941
H: 5.7804 2.0205 -2.1983
H: 6.1328 1.9184 -0.4433

Energy relative to the best compared isomer or geometry (same formula, charge and spin) = 0.0 kJ/mol
Kohn-Sham gap (alpha / beta) = 7.285 / 6.595 eV
E_HOMO (alpha / beta) = -11.7046 / -11.1035 eV
⟨S²⟩ = 0.75
Maximum force = 0.40 eV Å⁻¹
LUMO (alpha / beta) = -4.4 / -4.5 eV
Charge = +2
2S+1 = 2

Formula: C35H35InN3OPSTe
Source: the Open Molecules 2025 dataset
Level of theory: ωB97M-V/def2-TZVPD

Atoms and positions in Å:
In: -0.4879 0.8945 -0.3646
O: -2.5601 -0.2546 -1.8190
N: -2.1251 -1.5295 -1.3999
C: -2.9123 -2.0305 -0.5453
C: -2.4036 -3.2323 0.1372
C: -3.2620 -4.2953 0.3928
C: -2.7606 -5.4872 0.8852
C: -1.4025 -5.6113 1.1458
C: -0.5487 -4.5360 0.9474
C: -1.0355 -3.3321 0.4507
P: 0.1180 -1.8913 0.3615
C: 0.5371 -1.6157 2.1133
C: -0.1589 -0.6081 2.7804
C: 0.0660 -0.3513 4.1253
C: 0.9960 -1.1119 4.8202
C: 1.6863 -2.1282 4.1709
C: 1.4627 -2.3808 2.8243
C: 1.5758 -2.6111 -0.4437
C: 2.8813 -2.3203 -0.0480
C: 3.9532 -2.8558 -0.7459
C: 3.7319 -3.6708 -1.8514
C: 2.4360 -3.9463 -2.2633
C: 1.3592 -3.4119 -1.5692
H: -2.2631 -0.2129 -2.7390
H: -3.8870 -1.6003 -0.3119
H: -4.3179 -4.2016 0.1605
H: -3.4243 -6.3256 1.0512
H: -1.0044 -6.5483 1.5149
H: 0.5035 -4.6398 1.1855
H: -0.9157 -0.0340 2.2519
H: -0.4832 0.4347 4.6293
H: 1.1772 -0.9180 5.8705
H: 2.4019 -2.7324 4.7165
H: 2.0115 -3.1758 2.3345
H: 3.0651 -1.6951 0.8147
H: 4.9648 -2.6394 -0.4242
H: 4.5733 -4.0832 -2.3963
H: 2.2607 -4.5750 -3.1275
H: 0.3474 -3.6263 -1.8943
C: 6.4218 5.6021 1.6953
C: 5.3558 4.6376 1.2556
C: 4.7988 3.7225 2.1516
C: 3.8116 2.8329 1.7718
C: 3.2478 1.8782 2.7993
C: 3.3985 2.8468 0.4165
Te: 2.3504 1.2123 -0.2646
C: 3.8969 3.8011 -0.5018
C: 3.4299 3.9409 -1.9307
C: 4.8845 4.6629 -0.0543
H: 6.6831 5.4693 2.7433
H: 6.0861 6.6310 1.5473
H: 7.3235 5.4748 1.0921
H: 5.1529 3.7073 3.1775
H: 3.5355 2.1944 3.8008
H: 3.6300 0.8659 2.6493
H: 2.1605 1.8319 2.7545
H: 2.5866 3.3012 -2.1649
H: 4.2420 3.7067 -2.6223
H: 3.1343 4.9747 -2.1186
H: 5.2997 5.3867 -0.7514
N: -3.0941 1.9534 -3.9456
C: -3.0519 2.2961 -2.6590
S: -1.5424 2.7771 -1.9541
N: -4.1584 2.2905 -1.9345
C: -5.4262 1.6531 -2.1635
C: -6.4937 2.1214 -1.4085
C: -7.7225 1.4892 -1.4806
C: -7.8871 0.3733 -2.2905
C: -6.8255 -0.0764 -3.0603
C: -5.5930 0.5627 -3.0099
H: -2.2655 2.1270 -4.4922
H: -3.9765 1.9384 -4.4379
H: -4.0626 2.7377 -1.0383
H: -6.3615 2.9857 -0.7630
H: -8.5558 1.8754 -0.9068
H: -8.8390 -0.1415 -2.3211
H: -6.9510 -0.9337 -3.7098
H: -4.7800 0.1801 -3.6115

Energy relative to the best compared isomer or geometry (same formula, charge and spin) = 243.3 kJ/mol
Kohn-Sham gap = 4.959 eV
E_HOMO = -12.7601 eV
Maximum force = 0.94 eV Å⁻¹
LUMO = -7.8 eV
Charge = +2

Formula: C35H35MoN5O6Si
Source: the Open Molecules 2025 dataset
Level of theory: ωB97M-V/def2-TZVPD

Atoms and positions in Å:
Mo: 0.2235 0.3091 0.9852
O: 3.8254 2.8862 1.9304
C: 4.7670 1.9174 1.8571
C: 6.1218 2.2350 1.8736
C: 7.0866 1.2495 1.7975
C: 6.7076 -0.0802 1.6970
C: 5.3692 -0.4106 1.6742
C: 4.3741 0.5680 1.7656
C: 2.9688 0.1607 1.7291
O: 1.9985 1.0084 1.7866
N: 2.6950 -1.1295 1.6528
N: 1.3804 -1.3088 1.5768
C: 0.8358 -2.5190 1.6598
C: -0.5320 -2.5205 1.9668
C: -1.3561 -3.6629 2.0849
C: -2.6551 -3.5238 2.4941
C: -3.1246 -2.2520 2.8536
C: -2.2743 -1.1729 2.7003
N: -1.0416 -1.2747 2.2270
H: 4.2482 3.7512 2.0160
H: 6.4207 3.2737 1.9387
H: 8.1313 1.5208 1.8152
H: 7.4590 -0.8506 1.6291
H: 5.0501 -1.4362 1.5861
H: 1.4351 -3.4172 1.5891
H: -0.9497 -4.6283 1.8339
H: -3.3107 -4.3815 2.5541
H: -4.1284 -2.1164 3.2248
H: -2.5995 -0.1739 2.9706
O: 1.0155 2.0169 -4.0954
C: 2.1976 1.4362 -3.8264
C: 3.1391 1.3233 -4.8458
C: 4.3834 0.7782 -4.5964
C: 4.7137 0.3167 -3.3290
C: 3.7729 0.3691 -2.3233
C: 2.5149 0.9230 -2.5573
C: 1.5510 0.9762 -1.4572
O: 1.6178 0.1309 -0.4950
N: 0.6414 1.9154 -1.4365
N: -0.0641 1.8953 -0.2795
C: -0.9043 2.9186 -0.1488
C: -1.6402 3.2098 1.0183
C: -2.5307 4.2971 1.0927
C: -3.1980 4.5872 2.2643
C: -3.0024 3.8090 3.3984
C: -2.1604 2.7049 3.3494
C: -1.4940 2.3883 2.1737
O: -0.7452 1.3082 2.0661
H: 0.5262 2.1120 -3.2518
H: 2.8759 1.6885 -5.8259
H: 5.1069 0.7171 -5.3951
H: 5.6979 -0.0809 -3.1328
H: 3.9948 0.0067 -1.3286
H: -0.9930 3.5846 -1.0019
H: -2.6851 4.9001 0.2100
H: -3.8767 5.4257 2.3021
H: -3.5086 4.0457 4.3215
H: -2.0072 2.0709 4.2144
C: -2.0874 -2.0658 -4.0809
Si: -1.8044 -2.9490 -2.4108
C: -0.5316 -4.3579 -2.6155
C: -3.4379 -3.7429 -1.7965
C: -1.1707 -1.7334 -1.1648
C: -0.6830 -0.9651 -0.3550
H: -2.4865 -2.7356 -4.8385
H: -1.1524 -1.6609 -4.4574
H: -2.7797 -1.2349 -3.9770
H: -0.8737 -5.1068 -3.3260
H: -0.3529 -4.8584 -1.6677
H: 0.4217 -3.9762 -2.9686
H: -3.6944 -4.6175 -2.3883
H: -4.2770 -3.0573 -1.8570
H: -3.3434 -4.0638 -0.7619
C: -4.9482 1.1420 1.3513
C: -3.9916 0.4907 0.3832
C: -4.5594 -0.5593 -0.5251
O: -2.8184 0.7832 0.3607
H: -5.9151 0.6510 1.3599
H: -5.0773 2.1888 1.0797
H: -4.5130 1.1337 2.3477
H: -5.6401 -0.6310 -0.4640
H: -4.0990 -1.5006 -0.2313
H: -4.2471 -0.3727 -1.5488

Energy relative to the best compared isomer or geometry (same formula, charge and spin) = 250.4 kJ/mol
Kohn-Sham gap (alpha / beta) = 5.767 / 6.579 eV
E_HOMO (alpha / beta) = -6.4835 / -7.8206 eV
⟨S²⟩ = 2.08
Maximum force = 6.08 eV Å⁻¹
LUMO (alpha / beta) = -0.7 / -1.2 eV
Charge = 0
2S+1 = 3

Formula: C35H35N7NaO4S4
Source: the Open Molecules 2025 dataset
Level of theory: ωB97M-V/def2-TZVPD

Atoms and positions in Å:
Na: 0.0524 -0.3977 0.2382
C: 1.9865 4.0879 1.9493
O: 1.0261 3.5695 2.8937
C: 0.3128 2.6415 2.2105
N: 0.5107 2.5129 0.9668
C: 1.5764 3.4623 0.5985
C: 2.7173 2.7723 -0.1041
C: 3.2450 1.5915 0.4154
C: 4.2859 0.9479 -0.2373
C: 4.8182 1.4925 -1.4001
C: 4.3014 2.6720 -1.9144
C: 3.2490 3.3092 -1.2700
C: -0.6215 1.8341 3.0245
C: -0.7910 2.1231 4.3746
C: -1.6023 1.2958 5.1284
C: -2.1711 0.1903 4.5206
C: -1.9257 -0.0151 3.1680
N: -1.2051 0.8093 2.4173
C: -2.3796 -1.2641 2.5177
N: -2.0828 -1.6427 1.3503
C: -2.6369 -2.9927 1.1768
C: -3.2476 -3.3165 2.5589
O: -3.1180 -2.0880 3.3049
C: -1.5913 -3.9943 0.7469
C: -1.9578 -5.0658 -0.0638
C: -1.0169 -6.0125 -0.4395
C: 0.3010 -5.8842 -0.0168
C: 0.6725 -4.8098 0.7769
C: -0.2718 -3.8693 1.1686
H: 2.9779 3.7682 2.2691
H: 1.9178 5.1745 1.9672
H: 1.1488 4.2059 -0.0762
H: 2.8055 1.1304 1.2973
H: 4.6515 0.0044 0.1459
H: 5.6207 0.9811 -1.9168
H: 4.7071 3.0862 -2.8300
H: 2.8157 4.2130 -1.6848
H: -0.2694 2.9632 4.8078
H: -1.7575 1.4868 6.1818
H: -2.7647 -0.5229 5.0717
H: -3.4138 -2.9477 0.4072
H: -2.6889 -4.0916 3.0823
H: -4.3034 -3.5798 2.5203
H: -2.9817 -5.1482 -0.4151
H: -1.3062 -6.8401 -1.0758
H: 1.0431 -6.6083 -0.3288
H: 1.7044 -4.6716 1.0729
H: 0.0451 -3.0207 1.7695
O: 6.0877 -3.5647 2.8953
C: 5.0778 -3.0533 2.4578
S: 4.5919 -3.0842 0.7683
C: 3.0815 -2.1577 0.8997
C: 2.7618 -1.7457 2.1492
S: 1.3790 -0.8157 2.6794
S: 3.8972 -2.1843 3.4354
S: 2.2510 -1.9268 -0.6160
N: -1.2723 -1.5689 -1.5991
C: -1.1050 -1.6145 -3.0488
C: -0.6187 -0.2969 -3.6426
C: 0.7897 0.1066 -3.2075
N: 0.8253 0.8393 -1.9410
H: -1.0732 -2.4662 -1.1744
H: -2.2054 -1.2763 -1.3192
H: -2.0296 -1.9203 -3.5584
H: -0.3565 -2.3796 -3.2723
H: -1.3235 0.5059 -3.4021
H: -0.6333 -0.4058 -4.7334
H: 1.2569 0.6840 -4.0160
H: 1.3981 -0.7925 -3.0786
H: 0.7979 1.8420 -2.0919
H: 1.7055 0.6363 -1.4722
N: -1.8885 5.0619 -3.5504
C: -1.3411 4.1366 -2.7109
O: -0.1974 4.2311 -2.3103
C: -2.2282 2.9895 -2.3271
C: -3.2928 2.5589 -3.1053
C: -4.0211 1.4569 -2.6862
N: -3.7774 0.7868 -1.5561
C: -2.7512 1.2273 -0.8199
C: -1.9452 2.3036 -1.1623
H: -1.3442 5.8874 -3.7332
H: -2.8829 5.1093 -3.6772
H: -3.5342 3.0216 -4.0538
H: -4.8339 1.0813 -3.2988
H: -2.5355 0.6769 0.0906
H: -1.0982 2.5677 -0.5374

Energy relative to the best compared isomer or geometry (same formula, charge and spin) = 0.0 kJ/mol
Kohn-Sham gap = 4.516 eV
E_HOMO = -2.7671 eV
Maximum force = 0.45 eV Å⁻¹
LUMO = 1.7 eV
Charge = -1

Formula: C35H35O2P3RuS4Se
Source: the Open Molecules 2025 dataset
Level of theory: ωB97M-V/def2-TZVPD

Atoms and positions in Å:
Ru: -0.0632 0.7622 -0.3201
S: 0.7289 0.8705 2.4233
P: 2.0068 -0.1769 1.3281
C: 1.6084 -0.8469 -0.2073
P: 0.4438 -2.1107 -0.1226
S: -1.4677 -1.7071 0.2010
C: 0.6371 -2.8576 -1.7743
C: 1.3239 -2.1660 -2.7606
C: 1.5734 -2.7594 -3.9816
C: 1.1363 -4.0541 -4.2166
C: 0.4018 -4.7295 -3.2544
C: 0.1430 -4.1290 -2.0370
C: 0.9116 -3.5289 0.9174
C: 2.0716 -4.2353 0.6146
C: 2.4989 -5.2475 1.4446
C: 1.7852 -5.5564 2.5948
C: 0.6455 -4.8339 2.9119
C: 0.2126 -3.8182 2.0837
C: 3.4913 0.8215 0.9702
C: 3.9484 1.7202 1.9216
C: 5.1301 2.4041 1.7074
C: 5.8668 2.1742 0.5565
C: 5.4168 1.2673 -0.3874
C: 4.2296 0.5945 -0.1831
C: 2.8037 -1.3932 2.4301
C: 2.1736 -1.7897 3.6036
C: 2.7582 -2.7393 4.4180
C: 3.9706 -3.3114 4.0630
C: 4.5807 -2.9467 2.8702
C: 3.9967 -2.0030 2.0508
H: 1.6765 -1.1655 -2.5355
H: 2.1283 -2.2205 -4.7404
H: 1.3763 -4.5425 -5.1528
H: 0.0468 -5.7346 -3.4551
H: -0.4283 -4.6427 -1.2739
H: 2.6226 -3.9781 -0.2808
H: 3.4006 -5.7945 1.2025
H: 2.1273 -6.3521 3.2448
H: 0.0977 -5.0625 3.8174
H: -0.6771 -3.2450 2.3101
H: 3.3588 1.8687 2.8182
H: 5.4891 3.1145 2.4417
H: 6.7971 2.7034 0.3942
H: 5.9923 1.0817 -1.2849
H: 3.8492 -0.1062 -0.9125
H: 1.2352 -1.3196 3.8696
H: 2.2731 -3.0421 5.3383
H: 4.4437 -4.0395 4.7123
H: 5.5194 -3.4043 2.5805
H: 4.4618 -1.7130 1.1183
C: 0.2650 0.9778 -6.1226
C: 1.1719 1.2922 -4.9439
O: 0.6286 2.3482 -4.1850
P: 0.1520 1.9964 -2.6375
S: 1.8871 2.0828 -1.6087
S: -1.0755 0.4332 -2.8175
O: -0.7194 3.3194 -2.3944
C: -0.1054 4.6012 -2.3519
C: -0.0962 5.1549 -0.9387
H: 0.6563 0.1262 -6.6740
H: 0.1852 1.8409 -6.7800
H: -0.7238 0.7380 -5.7433
H: 2.1713 1.5940 -5.2820
H: 1.2646 0.3979 -4.3166
H: -0.6996 5.2411 -3.0150
H: 0.9179 4.5324 -2.7382
H: -1.1097 5.1771 -0.5425
H: 0.3263 6.1588 -0.9378
H: 0.5074 4.5087 -0.3029
Se: -1.7755 2.4943 0.4028
C: -3.0838 1.8459 1.6317
C: -3.5407 2.6362 2.6842
C: -4.5941 2.2038 3.4654
C: -5.2001 0.9819 3.2157
C: -4.7206 0.1760 2.1955
C: -3.6768 0.6086 1.4041
H: -3.0647 3.5861 2.8828
H: -4.9524 2.8307 4.2757
H: -6.0422 0.6613 3.8165
H: -5.1603 -0.7940 2.0007
H: -3.3019 -0.0172 0.6063

Kohn-Sham gap (alpha / beta) = 4.867 / 6.037 eV
E_HOMO (alpha / beta) = -0.3968 / -1.5711 eV
⟨S²⟩ = 6.02
Maximum force = 1.90 eV Å⁻¹
LUMO (alpha / beta) = 4.5 / 4.5 eV
Charge = -2
2S+1 = 5

Formula: C35H36AsN2O7S2Yb
Source: the Open Molecules 2025 dataset
Level of theory: ωB97M-V/def2-TZVPD

Atoms and positions in Å:
Yb: 1.5583 -0.3595 -0.6248
O: 3.4289 -2.5817 1.6124
As: 4.3049 -1.9906 0.1112
O: 3.8493 -0.0756 0.2614
O: 2.9930 -1.9943 -0.9854
C: 4.4659 0.8555 1.0186
C: 5.8262 0.8192 1.2616
C: 6.4085 1.9614 1.7096
C: 5.6836 3.0639 2.1004
C: 4.2785 3.0395 2.0276
C: 3.6476 1.9658 1.4027
S: 1.9533 2.1495 0.8398
O: 1.9759 1.9696 -0.6771
O: 1.3712 3.4074 1.2890
O: 1.2652 0.9429 1.3614
H: 3.9572 -2.6684 2.3867
H: 6.4251 -0.1089 1.0976
H: 7.5138 2.0975 1.6678
H: 6.1934 3.9788 2.4856
H: 3.6313 3.8393 2.4548
C: -1.5903 5.6099 -1.1357
C: -1.3027 4.1752 -1.5552
C: -2.6194 3.4606 -1.7816
C: -3.8219 4.1174 -1.4640
C: -5.0483 3.5631 -1.8524
C: -5.0956 2.4754 -2.7169
C: -3.9777 1.6998 -2.9537
C: -4.0727 0.4773 -3.8403
C: -4.5710 0.7129 -5.3020
C: -2.7158 2.1559 -2.4383
N: -1.5670 1.4008 -2.4630
C: -0.9084 1.2020 -3.5682
C: 0.3433 0.4944 -3.7309
C: 1.0892 0.6554 -4.9260
C: 2.1029 -0.2783 -4.8998
C: 1.9360 -1.0354 -3.7471
N: 0.9333 -0.5215 -2.9704
H: -0.7666 6.2845 -1.3766
H: -1.9523 5.7488 -0.1227
H: -2.3392 6.0581 -1.7890
H: -0.6733 3.6865 -0.8196
H: -0.6528 4.1590 -2.4180
H: -3.7275 5.0025 -0.8592
H: -5.9117 4.1088 -1.5384
H: -6.0576 2.2083 -3.1819
H: -4.8519 -0.1061 -3.3339
H: -3.1646 -0.1364 -3.7418
H: -5.5590 1.2227 -5.2035
H: -4.7679 -0.2142 -5.8190
H: -3.9408 1.3862 -5.8792
H: -1.4084 1.4660 -4.5242
H: 0.9751 1.3910 -5.7181
H: 2.8807 -0.4664 -5.6133
H: 2.3878 -1.9561 -3.4206
O: -0.3910 -1.0581 0.2322
S: -1.0857 -1.1243 1.6207
C: -1.9803 -2.7617 1.5695
C: -1.0497 -3.8256 1.0275
C: -0.9814 -3.9118 -0.4037
C: -0.0726 -4.8218 -0.9628
C: 0.8150 -5.5277 -0.1200
C: 0.7062 -5.4697 1.2387
C: -0.2225 -4.6171 1.8201
C: 0.2798 -1.3219 2.9456
C: -0.0817 -1.7604 4.3308
C: 0.9586 -2.2119 5.2097
C: 0.7344 -2.5003 6.5277
C: -0.6186 -2.4179 7.0181
C: -1.6338 -1.9796 6.1836
C: -1.3847 -1.7017 4.8057
H: -2.7928 -2.5551 0.8499
H: -2.3251 -2.8744 2.5818
H: -1.6823 -3.4245 -1.0636
H: 0.0474 -4.9149 -2.0393
H: 1.6474 -6.0346 -0.5999
H: 1.3405 -6.0888 1.9015
H: -0.2079 -4.5513 2.8991
H: 0.6859 -0.2827 2.9637
H: 1.1612 -1.8343 2.5632
H: 1.9563 -2.3043 4.7727
H: 1.5382 -2.7527 7.2005
H: -0.7915 -2.7202 8.0864
H: -2.6864 -1.8173 6.5136
H: -2.1980 -1.3526 4.2309

Energy relative to the best compared isomer or geometry (same formula, charge and spin) = 0.0 kJ/mol
Kohn-Sham gap (alpha / beta) = 6.807 / 6.692 eV
E_HOMO (alpha / beta) = -6.8610 / -6.8610 eV
⟨S²⟩ = 0.75
Maximum force = 2.73 eV Å⁻¹
LUMO (alpha / beta) = -0.1 / -0.2 eV
Charge = 0
2S+1 = 2